Entry 1:
DFT (ωB97M-V with the def2-TZVPD basis set) results for a 2-piece molecular cluster, C7H14N2 overall at a distorted geometry.

Properties
Energy relative to the best compared isomer or geometry (same formula, charge and spin): 49.4 kcal per mole
Frontier orbital gap: 9.12 eV
Structure (SMILES): Cc1c[nH]cn1.CCC
Net charge: 0

XYZ file:
```
23
Properties=species:S:1:pos:R:3:forces:R:3
C 0.664 2.406 -1.392 -0.021 0.238 -2.489
C 1.722 1.010 0.557 -0.804 0.328 -2.782
C 1.333 1.220 -0.806 1.559 -2.631 2.196
C 2.415 -0.739 -0.648 -3.899 5.014 0.959
N 2.323 -0.203 0.703 -1.256 1.659 -7.580
N 1.695 0.092 -1.539 2.376 -1.423 2.844
H 1.564 1.756 1.267 0.023 0.552 1.547
H 2.660 -0.700 1.419 1.389 -1.611 3.565
H -0.056 2.897 -0.771 -0.347 0.083 0.682
H 0.120 2.156 -2.367 0.706 -0.032 1.386
H 2.657 -1.738 -0.739 0.607 -1.728 -0.688
H 1.389 3.181 -1.718 -0.169 -0.392 0.332
C -2.281 -1.103 0.607 -0.803 -0.728 -0.901
C -1.274 -2.297 0.432 0.112 -0.173 3.731
C -1.616 0.289 0.611 -2.667 0.073 -0.849
H -2.960 -1.085 -0.238 -0.164 -0.101 -0.449
H -3.014 -1.208 1.420 0.777 -0.242 0.317
H -0.940 -2.534 -0.527 1.229 1.200 -1.898
H -1.344 0.561 -0.421 -0.156 0.172 0.524
H -2.293 1.045 1.102 0.259 -0.613 -1.001
H -1.475 -3.416 0.627 -0.940 1.814 0.889
H -0.504 -1.954 1.223 -0.266 -1.186 -1.748
H -0.784 0.362 1.200 2.455 -0.271 1.412
```
Positions in Å, forces in eV/Å.


Entry 2:
DFT (ωB97M-V with the def2-TZVPD basis set) results for AuH3O as an isolated structure at a distorted geometry.

Properties
Spin multiplicity: 3
Energy relative to the best compared isomer or geometry (same formula, charge and spin): 0.0 kcal per mole
Frontier orbital gap (alpha / beta): 10.87 / 8.96 eV
Net charge: +2

XYZ file:
```
5
Properties=species:S:1:pos:R:3:forces:R:3
Au -1.153 0.163 0.333 -8.816 3.943 -1.631
O 0.363 -0.540 0.631 8.454 -2.884 2.155
H 0.551 -1.457 0.831 0.322 -2.214 0.609
H 0.412 0.695 -0.649 -0.782 1.593 -1.649
H -0.174 1.139 -1.146 0.821 -0.438 0.515
```
Positions in Å, forces in eV/Å.


Entry 3:
DFT (ωB97M-V with the def2-TZVPD basis set) results for an isolated ion of composition C5H11N2S and charge +1 at a distorted geometry.

Properties
Energy relative to the best compared isomer or geometry (same formula, charge and spin): 59.5 kcal per mole
Frontier orbital gap: 9.91 eV
Net charge: +1

XYZ file:
```
19
Properties=species:S:1:pos:R:3:forces:R:3
C 1.804 0.009 0.090 2.362 0.015 -1.884
C -0.086 -1.485 0.316 0.129 4.494 0.453
C -0.893 0.463 -0.011 3.294 -4.429 2.430
C -1.834 0.737 1.099 1.918 -1.084 2.769
C -1.479 0.507 -1.325 -1.633 4.030 -0.535
N 1.339 -1.204 0.077 -1.481 -1.297 0.116
N 3.108 0.262 -0.260 -2.765 2.325 0.402
S 0.760 1.348 0.212 -1.170 0.058 0.022
H -0.191 -1.600 1.393 -0.653 -0.477 -0.252
H -0.528 -2.178 -0.379 -0.042 -0.187 -0.005
H -2.340 -0.089 1.618 0.472 -0.447 -0.609
H -2.619 1.277 0.731 -1.889 2.061 -0.568
H -1.276 1.219 1.920 -0.640 0.237 -0.251
H -1.580 -0.426 -1.779 -0.623 -1.376 -0.770
H -0.860 1.165 -1.972 -0.604 -0.445 0.028
H -2.486 1.090 -1.060 1.735 -1.540 -1.807
H 1.905 -2.024 -0.099 0.462 0.333 -0.097
H 3.882 -0.302 -0.163 1.451 -2.052 0.434
H 3.374 1.232 -0.407 -0.323 -0.218 0.124
```
Positions in Å, forces in eV/Å.


Entry 4:
DFT (ωB97M-V with the def2-TZVPD basis set) results for a 2-piece molecular cluster, C2H6N2O overall at a distorted geometry.

Properties
Energy relative to the best compared isomer or geometry (same formula, charge and spin): 49.9 kcal per mole
Frontier orbital gap: 10.70 eV
Structure (SMILES): NC=O.C=N
Net charge: 0

XYZ file:
```
11
Properties=species:S:1:pos:R:3:forces:R:3
C 0.479 -4.466 -3.138 1.606 1.915 -0.638
N -0.247 -3.863 -2.306 -1.367 -5.811 -0.347
H 0.397 -5.568 -3.326 0.023 1.100 0.176
H 1.299 -3.822 -3.692 -1.273 -1.702 0.575
H -0.158 -2.948 -2.155 1.011 4.495 0.235
C -0.842 3.311 2.821 3.123 1.611 -0.586
N 0.424 3.384 2.144 -2.083 -0.861 -0.290
O -1.779 2.670 2.534 -1.697 -1.834 -1.080
H -0.881 3.967 3.674 0.377 0.538 0.811
H 0.409 3.087 1.153 -0.033 0.159 1.013
H 0.899 4.249 2.290 0.313 0.390 0.133
```
Positions in Å, forces in eV/Å.


Entry 5:
DFT (ωB97M-V with the def2-TZVPD basis set) results for a 2-piece molecular cluster, H4O2 overall at a distorted geometry.

Properties
Energy relative to the best compared isomer or geometry (same formula, charge and spin): 6.5 kcal per mole
Frontier orbital gap: 11.32 eV
Structure (SMILES): O.O
Net charge: 0

XYZ file:
```
6
Properties=species:S:1:pos:R:3:forces:R:3
H -2.071 -0.576 0.438 1.446 0.867 -0.800
H -0.566 -0.048 -0.095 -2.083 -0.682 0.179
H 1.078 0.888 0.244 0.568 -2.098 -0.601
H 1.980 -0.236 -0.461 -0.208 0.252 0.048
O -1.567 0.065 -0.129 0.257 -0.408 0.484
O 1.145 -0.094 0.002 0.019 2.069 0.688
```
Positions in Å, forces in eV/Å.


Entry 6:
DFT (ωB97M-V with the def2-TZVPD basis set) results for a 5-piece molecular cluster, C34H27N4O12PS overall at a distorted geometry.

Properties
Frontier orbital gap: 7.12 eV
Structure (SMILES): O=C1C(S)=CC(=O)c2c1cccc2P(O)O.O=[N+]([O-])c1ccccc1.O=[N+]([O-])c1ccccc1.O=[N+]([O-])c1ccccc1.O=[N+]([O-])c1ccccc1
Net charge: 0

XYZ file:
```
79
Properties=species:S:1:pos:R:3:forces:R:3
O -2.710 2.866 1.244 0.381 -0.795 0.126
C -2.136 1.815 1.453 -0.201 0.568 0.156
C -2.247 0.640 0.523 -0.723 0.556 -0.807
S -3.614 0.624 -0.642 0.051 -0.062 0.165
C -1.380 -0.361 0.566 0.242 0.321 0.956
C -0.250 -0.282 1.546 0.652 -0.695 -0.604
O 0.776 -0.896 1.304 -0.539 0.386 0.176
C -0.389 0.584 2.762 -0.297 -0.558 -1.072
C -1.297 1.620 2.690 -0.446 -0.279 -1.090
C -1.428 2.475 3.748 -0.766 0.953 -0.213
C -0.663 2.285 4.854 -0.053 0.978 1.291
C 0.208 1.239 4.945 0.778 -0.479 0.787
C 0.364 0.369 3.902 0.695 -1.149 -1.319
P 1.594 -1.009 4.181 0.454 0.057 2.186
O 0.957 -2.394 3.546 0.173 0.779 -0.439
O 2.915 -0.675 3.252 -0.987 -0.241 -0.404
H -3.038 1.249 -1.689 0.124 -0.047 0.283
H -1.449 -1.212 -0.096 0.219 0.006 -0.063
H -2.134 3.291 3.689 -0.006 0.038 -0.054
H -0.739 2.972 5.687 -0.087 0.025 0.026
H 0.793 1.080 5.843 -0.009 0.020 0.093
H 0.016 -2.442 3.750 -0.036 -0.101 -0.015
H 3.184 0.214 3.524 0.295 -0.021 -0.105
C 2.782 1.110 -2.391 0.053 0.048 0.001
C 3.685 2.142 -2.611 -0.111 -0.094 0.070
C 3.989 3.030 -1.591 0.190 0.105 -0.158
C 3.382 2.867 -0.358 -0.024 -0.183 -0.212
C 2.475 1.847 -0.126 -0.198 -0.145 0.178
C 2.175 0.967 -1.151 0.042 -0.008 -0.117
N 3.716 3.790 0.735 0.008 0.028 0.013
O 4.497 4.689 0.498 0.001 0.060 -0.028
O 3.191 3.601 1.815 -0.031 -0.028 0.071
H 2.550 0.415 -3.188 -0.026 0.019 0.001
H 4.156 2.253 -3.579 0.010 0.030 0.014
H 4.692 3.832 -1.763 -0.016 0.030 0.146
H 2.003 1.731 0.840 0.102 0.077 0.043
H 1.470 0.166 -0.979 0.013 0.000 0.039
C 1.496 6.907 -3.302 -0.002 -0.002 -0.009
C 1.673 5.935 -2.327 -0.023 0.082 -0.101
C 1.049 4.705 -2.455 0.101 -0.068 0.223
C 0.258 4.464 -3.564 0.149 0.268 0.042
C 0.066 5.424 -4.541 -0.095 0.096 -0.244
C 0.690 6.653 -4.405 0.082 -0.018 0.131
N -0.380 3.150 -3.708 -0.008 0.022 0.011
O -0.197 2.344 -2.816 -0.108 -0.145 0.069
O -1.043 2.943 -4.702 -0.020 0.000 -0.033
H 1.988 7.866 -3.203 -0.012 -0.003 0.005
H 2.299 6.135 -1.467 -0.003 -0.027 0.006
H 1.186 3.947 -1.696 -0.097 -0.087 -0.100
H -0.557 5.226 -5.400 -0.019 -0.143 0.058
H 0.552 7.414 -5.162 -0.020 -0.019 -0.010
C -8.417 -4.031 -2.376 -0.007 -0.007 0.003
C -8.675 -2.718 -2.003 0.063 -0.122 -0.047
C -7.711 -1.741 -2.193 -0.182 0.171 0.103
C -6.500 -2.094 -2.759 -0.209 -0.196 0.047
C -6.225 -3.398 -3.129 0.151 -0.200 -0.107
C -7.192 -4.371 -2.934 -0.111 0.073 0.060
N -5.484 -1.057 -2.983 0.061 0.034 -0.036
O -5.748 0.075 -2.629 -0.067 0.061 -0.027
O -4.443 -1.389 -3.508 0.054 -0.034 -0.011
H -9.174 -4.791 -2.231 0.009 0.004 0.006
H -9.629 -2.456 -1.567 0.014 0.026 0.004
H -7.912 -0.720 -1.903 0.143 0.033 -0.060
H -5.273 -3.663 -3.566 0.034 0.154 0.006
H -6.993 -5.394 -3.221 0.027 0.011 -0.007
C 3.612 -4.684 1.393 0.027 -0.039 -0.005
C 3.083 -4.529 2.667 0.034 0.032 -0.126
C 3.476 -5.381 3.687 -0.131 0.115 0.120
C 4.399 -6.376 3.416 -0.087 0.190 -0.191
C 4.929 -6.547 2.150 0.170 -0.121 -0.188
C 4.531 -5.694 1.134 -0.106 0.100 0.062
N 4.835 -7.266 4.501 0.010 -0.049 0.034
O 4.339 -7.106 5.597 -0.039 0.018 0.050
O 5.669 -8.109 4.239 0.036 -0.041 -0.032
H 3.308 -4.014 0.599 -0.009 0.009 0.020
H 2.366 -3.742 2.867 0.158 -0.218 -0.060
H 3.065 -5.261 4.679 0.096 -0.103 0.042
H 5.646 -7.329 1.949 -0.008 -0.031 0.155
H 4.939 -5.813 0.139 0.017 -0.027 0.015
```
Positions in Å, forces in eV/Å.


Entry 7:
DFT (ωB97M-V with the def2-TZVPD basis set) results for an isolated ion of composition C2H8N4P and charge +1 at a distorted geometry.

Properties
Energy relative to the best compared isomer or geometry (same formula, charge and spin): 0.0 kcal per mole
Frontier orbital gap: 9.16 eV
Structure (SMILES): C/[NH+]=C(P)/N=N/N
Net charge: +1

XYZ file:
```
15
Properties=species:S:1:pos:R:3:forces:R:3
C 0.035 0.142 0.142 0.294 -1.966 -1.471
C 2.181 -1.146 -0.066 3.160 -0.090 -0.547
N -1.313 0.043 -0.050 -0.984 0.695 0.041
N -2.324 0.332 0.682 1.106 0.416 -0.320
N -3.496 0.535 0.138 1.994 -0.643 -0.760
N 0.754 -1.004 -0.044 -1.026 3.452 1.156
P 0.930 1.741 0.277 -0.271 1.052 0.898
H 2.732 -0.670 -0.997 -1.541 -1.021 1.655
H 2.327 -2.238 -0.068 0.257 0.479 -0.380
H 2.814 -0.809 0.835 -1.577 -0.130 -0.997
H -3.728 0.504 -0.852 0.584 -0.136 -0.020
H -4.237 0.688 0.770 -0.614 0.110 0.967
H 0.236 -1.812 0.158 -0.742 -1.455 -0.026
H 2.277 1.400 0.082 -0.142 -0.503 0.019
H 0.814 2.293 -1.006 -0.498 -0.261 -0.215
```
Positions in Å, forces in eV/Å.


Entry 8:
DFT (ωB97M-V with the def2-TZVPD basis set) results for an isolated molecule of C7H9Cl at a distorted geometry.

Properties
Energy relative to the best compared isomer or geometry (same formula, charge and spin): 81.0 kcal per mole
Frontier orbital gap: 9.62 eV
Structure (SMILES): C#C/C=C(/C)[C@@H](C)Cl
Net charge: 0

XYZ file:
```
17
Properties=species:S:1:pos:R:3:forces:R:3
C -1.574 -0.443 1.317 1.768 -1.766 -0.550
C -0.766 -0.935 0.032 2.180 4.187 0.864
C 0.108 0.337 -0.348 -1.694 1.248 -0.748
C -0.684 1.606 -0.562 0.583 0.841 -3.200
C 1.433 0.500 -0.516 -0.652 -0.721 1.294
C 2.289 -0.624 -0.356 4.955 -4.594 0.226
C 3.122 -1.587 -0.266 -3.600 5.064 -0.292
H -1.640 -1.505 1.787 -0.717 2.475 0.306
H -0.943 0.348 1.798 -0.753 -1.143 0.421
H -2.502 0.015 0.877 0.847 -0.692 1.188
H 0.064 -1.628 0.063 -0.785 -1.336 0.617
H -1.086 2.146 0.284 0.299 0.124 0.329
H -0.050 2.280 -1.320 -1.372 -0.988 2.143
H -1.547 1.359 -1.208 0.085 0.038 0.384
H 1.828 1.548 -0.489 -0.118 -1.294 -0.474
H 4.031 -2.132 -0.100 -0.490 -0.234 -0.092
Cl -2.083 -1.285 -0.994 -0.534 -1.210 -2.415
```
Positions in Å, forces in eV/Å.


Entry 9:
DFT (ωB97M-V with the def2-TZVPD basis set) results for an isolated molecule of C10H19NO6 at a distorted geometry.

Properties
Energy relative to the best compared isomer or geometry (same formula, charge and spin): 76.4 kcal per mole
Frontier orbital gap: 10.02 eV
Structure (SMILES): CCOCCONC(=O)OCCCOC(C)=O
Net charge: 0

XYZ file:
```
36
Properties=species:S:1:pos:R:3:forces:R:3
C 1.828 -0.292 3.397 -0.341 0.181 0.128
C 0.693 0.644 3.837 0.434 0.089 -0.351
O -0.573 0.021 3.767 -0.012 -0.054 0.322
C -1.159 0.114 2.492 0.035 -0.231 -0.003
C -2.043 -1.114 2.326 0.328 0.493 0.053
O -3.069 -0.934 1.378 -0.376 -0.365 -0.207
N -2.533 -0.908 0.061 -0.060 0.302 -0.482
C -2.731 0.368 -0.532 -2.050 0.756 -0.319
O -3.832 0.771 -0.865 2.310 -0.641 0.954
O -1.590 1.119 -0.707 -0.316 -0.380 -0.402
C -0.725 0.535 -1.699 -0.051 0.108 -0.211
C 0.126 1.611 -2.351 0.399 -0.333 0.080
C 1.620 1.454 -2.106 0.210 0.278 -0.194
O 2.103 0.107 -2.248 -0.850 -0.389 0.020
C 1.844 -0.463 -3.456 0.394 0.569 -1.290
C 1.448 -1.904 -3.349 0.552 0.316 0.420
O 1.938 0.140 -4.507 -0.308 -0.385 1.171
H 1.398 -1.262 3.181 -0.006 -0.254 -0.155
H 2.322 0.096 2.518 0.212 -0.076 -0.264
H 2.568 -0.435 4.174 0.168 0.023 0.179
H 0.863 1.007 4.842 -0.238 -0.107 0.335
H 0.689 1.520 3.192 -0.039 0.280 -0.046
H -1.742 1.029 2.394 -0.207 0.159 0.009
H -0.393 0.131 1.717 0.190 0.056 -0.166
H -1.422 -1.973 2.074 0.006 -0.283 -0.031
H -2.527 -1.312 3.272 -0.284 -0.066 0.164
H -1.559 -1.181 0.063 0.123 0.069 0.331
H -1.339 0.064 -2.463 -0.190 -0.122 -0.077
H -0.095 -0.236 -1.263 0.124 -0.119 0.278
H -0.172 2.573 -1.954 -0.110 0.252 -0.012
H -0.037 1.614 -3.420 -0.191 0.071 -0.244
H 2.159 2.081 -2.805 0.170 0.266 -0.024
H 1.860 1.739 -1.092 0.237 -0.036 0.270
H 1.444 -2.356 -4.325 -0.071 -0.175 -0.234
H 0.485 -1.978 -2.862 -0.354 -0.008 -0.029
H 2.151 -2.393 -2.683 0.161 -0.246 0.027
```
Positions in Å, forces in eV/Å.